[1]
Entry from the OMol25 dataset: an isolated molecule of C13H13NO5 (ωB97M-V/def2-TZVPD).

For the LUMO energy, the calculation gives 0.0 eV. The energy above the lowest of the compared OMol25 structures with the same formula, charge and spin comes out at 206.2 kJ/mol. Its HOMO-LUMO gap is 8.68 eV. The calculation puts the electronic energy at -934.09168 Ha. For the molar mass, the calculation gives 263.2 g mol⁻¹. The SMILES is COc1ccc(C(=O)N2C(=O)OC(C)(C)C2=O)cc1.

Bonds (Å) are listed after each position.
Positions of all 32 atoms, in Å:
1 O -0.0361 2.0449 -0.3703  C6 1.199
2 O -1.4585 -1.6301 -1.5285  C7 1.253
3 O 0.8844 -1.3157 -2.9739  C8 1.222
4 O -2.2288 -0.7626 4.6030  C13 1.448, C16 1.468
5 O 1.4701 1.9416 -2.0348  C6 1.303, C19 1.478
6 C 0.4715 1.5121 -1.3172  O1 1.199, O5 1.303, N15 1.376
7 C -1.0030 -0.5704 -1.0402  O2 1.253, C14 1.537, N15 1.464
8 C 0.7554 -0.1386 -2.6723  O3 1.222, N15 1.304, C19 1.436
9 C -2.9276 -0.9555 2.2593  C11 1.402, C13 1.399, H20 1.085
10 C -0.6366 -0.2895 2.7765  C12 1.359, C13 1.407, H21 1.103
11 C -2.6015 -0.8684 0.8989  C9 1.402, C14 1.447, H22 1.153
12 C -0.2957 -0.2069 1.4637  C10 1.359, C14 1.425, H23 1.062
13 C -1.9153 -0.7033 3.1911  O4 1.448, C9 1.399, C10 1.407
14 C -1.2826 -0.4582 0.4665  C7 1.537, C11 1.447, C12 1.425
15 N 0.0089 0.2689 -1.6841  C6 1.376, C7 1.464, C8 1.304
16 C -1.1628 -0.7345 5.6121  O4 1.468, H24 1.076, H25 1.086, H26 1.135
17 C 3.2158 0.2427 -2.7835  C19 1.619, H27 1.025, H28 1.106, H29 1.128
18 C 1.4700 1.3994 -4.3719  C19 1.495, H30 1.094, H31 1.129, H32 1.045
19 C 1.7345 0.8580 -3.0037  O5 1.478, C8 1.436, C17 1.619, C18 1.495
20 H -3.9661 -1.1983 2.4594  C9 1.085
21 H 0.1454 -0.0835 3.5267  C10 1.103
22 H -3.3744 -1.2339 0.1252  C11 1.153
23 H 0.6632 0.1477 1.1746  C12 1.062
24 H -0.5973 0.1751 5.5117  C16 1.076
25 H -1.6082 -0.7171 6.6019  C16 1.086
26 H -0.5610 -1.6935 5.5360  C16 1.135
27 H 3.4811 -0.4508 -3.4896  C17 1.025
28 H 3.3216 -0.2799 -1.8143  C17 1.106
29 H 3.8913 1.1449 -2.8198  C17 1.128
30 H 2.2466 2.0440 -4.7944  C18 1.094
31 H 0.4371 1.8535 -4.4000  C18 1.129
32 H 1.4586 0.6579 -5.1082  C18 1.045


[2]
Entry from the OMol25 dataset: an isolated molecule of C6H6F3NO2 (ωB97M-V/def2-TZVPD).

For the LUMO energy, the calculation gives 0.2 eV. The energy above the lowest of the compared OMol25 structures with the same formula, charge and spin comes out at 479.9 kJ/mol. Its HOMO-LUMO gap is 10.25 eV. The calculation puts the electronic energy at -736.88374 Ha. For the molar mass, the calculation gives 181.1 g mol⁻¹. The SMILES is O=C(NCC#CCO)C(F)(F)F.

Bonds (Å) are listed after each position.
Positions of all 18 atoms, in Å:
1 C 4.6030 -0.2306 -0.3683  C2 1.413, H8 1.192, H9 1.172, O14 1.482
2 C 3.2393 0.1367 -0.3918  C1 1.413, C3 1.222
3 C 2.0501 0.3703 -0.2361  C2 1.222, C4 1.454
4 C 0.8718 1.2106 -0.3806  C3 1.454, H10 1.245, H11 1.260, N13 1.459
5 C -1.6338 0.7173 0.1331  C6 1.565, N13 1.402, O15 1.349
6 C -2.6001 -0.4964 -0.0740  C5 1.565, F16 1.332, F17 1.320, F18 1.387
7 H 5.3375 -0.1563 1.5832  O14 1.060
8 H 5.3696 0.6609 -0.5676  C1 1.192
9 H 4.6896 -0.9671 -1.2758  C1 1.172
10 H 0.9470 1.8642 -1.4370  C4 1.245
11 H 0.5558 2.2126 0.3141  C4 1.260
12 H -0.2538 -0.6081 -0.9558  N13 1.219
13 N -0.3281 0.3895 -0.2593  C4 1.459, C5 1.402, H12 1.219
14 O 5.2396 -0.8708 0.8070  C1 1.482, H7 1.060
15 O -2.0934 1.8550 0.6949  C5 1.349
16 F -3.3390 -0.4262 1.0324  C6 1.332
17 F -3.3728 -0.4770 -1.1441  C6 1.320
18 F -2.0326 -1.7471 0.1167  C6 1.387


[3]
Entry from the OMol25 dataset: the ion C23H31N2O3 with charge +1 (ωB97M-V/def2-TZVPD).

For the LUMO energy, the calculation gives -2.0 eV. The energy above the lowest of the compared OMol25 structures with the same formula, charge and spin comes out at 11.6 kJ/mol. As for the charge: +1. Its HOMO-LUMO gap is 9.00 eV. The calculation puts the electronic energy at -1230.07820 Ha. For the molar mass, the calculation gives 383.5 g mol⁻¹. The SMILES is C[C@@H](O)CNC(=O)[C@H]1CC[N@H+](Cc2ccc(OCc3ccccc3)cc2)CC1.

Bonds (Å) are listed after each position.
Positions of all 59 atoms, in Å:
1 C -7.1705 -2.5584 -1.0358  H2 1.088, H3 1.086, H4 1.088, C5 1.523
2 H -6.8424 -2.2249 -2.0177  C1 1.088
3 H -8.2198 -2.3077 -0.9134  C1 1.086
4 H -7.0689 -3.6404 -0.9798  C1 1.088
5 C -6.3395 -1.8884 0.0504  C1 1.523, C6 1.538, O57 1.420, H59 1.104
6 C -6.5289 -0.3625 0.0131  C5 1.538, N7 1.446, H55 1.091, H56 1.090
7 N -5.6035 0.2707 0.9257  C6 1.446, C8 1.327, H54 1.009
8 C -4.4803 0.8391 0.5053  N7 1.327, O9 1.234, C10 1.528
9 O -4.2634 1.0968 -0.6816  C8 1.234
10 C -3.4416 1.1553 1.5808  C8 1.528, H11 1.092, C12 1.536, C20 1.540
11 H -3.9440 1.2388 2.5467  C10 1.092
12 C -2.4347 -0.0034 1.6342  C10 1.536, H13 1.090, H14 1.091, C15 1.534
13 H -2.9425 -0.9322 1.8931  C12 1.090
14 H -1.7082 0.2099 2.4191  C12 1.091
15 C -1.7334 -0.1851 0.2823  C12 1.534, N16 1.480, H52 1.092, H53 1.092
16 N -1.7023 1.0853 -0.4761  C15 1.480, C17 1.473, C23 1.489, H51 1.081
17 C -1.4382 2.2118 0.4356  N16 1.473, H18 1.090, H19 1.092, C20 1.532
18 H -1.1986 3.0996 -0.1498  C17 1.090
19 H -0.5747 1.9690 1.0584  C17 1.092
20 C -2.6943 2.4661 1.2750  C10 1.540, C17 1.532, H21 1.089, H22 1.091
21 H -2.4081 2.9551 2.2052  C20 1.089
22 H -3.3649 3.1406 0.7400  C20 1.091
23 C -0.8067 1.0243 -1.6643  N16 1.489, C24 1.503, H49 1.092, H50 1.092
24 C 0.6376 0.8099 -1.3075  C23 1.503, C25 1.394, C29 1.389
25 C 1.4660 1.8860 -0.9912  C24 1.394, C26 1.375, H48 1.080
26 C 2.7834 1.6854 -0.6526  C25 1.375, C27 1.401, H47 1.078
27 C 3.3274 0.3945 -0.6257  C26 1.401, C28 1.395, O32 1.340
28 C 2.5064 -0.6837 -0.9567  C27 1.395, C29 1.383, H31 1.078
29 C 1.1823 -0.4681 -1.2922  C24 1.389, C28 1.383, H30 1.081
30 H 0.5708 -1.3165 -1.5659  C29 1.081
31 H 2.8906 -1.6906 -0.9652  C28 1.078
32 O 4.6206 0.3121 -0.2832  C27 1.340, C33 1.422
33 C 5.2697 -0.9527 -0.2795  O32 1.422, C34 1.506, H45 1.098, H46 1.100
34 C 6.7156 -0.7364 0.0826  C33 1.506, C35 1.387, C39 1.389
35 C 7.3069 -1.4538 1.1123  C34 1.387, C36 1.384, H44 1.081
36 C 8.6400 -1.2521 1.4264  C35 1.384, C37 1.384, H43 1.080
37 C 9.3870 -0.3249 0.7210  C36 1.384, C38 1.385, H42 1.079
38 C 8.7989 0.3990 -0.3028  C37 1.385, C39 1.383, H41 1.080
39 C 7.4700 0.1915 -0.6240  C34 1.389, C38 1.383, H40 1.080
40 H 7.0077 0.7540 -1.4213  C39 1.080
41 H 9.3780 1.1240 -0.8547  C38 1.080
42 H 10.4255 -0.1660 0.9688  C37 1.079
43 H 9.0937 -1.8178 2.2261  C36 1.080
44 H 6.7262 -2.1760 1.6684  C35 1.081
45 H 4.7906 -1.6213 0.4475  C33 1.098
46 H 5.1986 -1.4064 -1.2793  C33 1.100
47 H 3.4295 2.5138 -0.4124  C26 1.078
48 H 1.0823 2.8947 -1.0293  C25 1.080
49 H -0.9283 1.9622 -2.2103  C23 1.092
50 H -1.1642 0.2071 -2.2944  C23 1.092
51 H -2.7236 1.2203 -0.8041  N16 1.081
52 H -2.2730 -0.9190 -0.3201  C15 1.092
53 H -0.7082 -0.5309 0.4319  C15 1.092
54 H -5.7066 0.0382 1.9026  N7 1.009
55 H -6.2991 0.0106 -0.9863  C6 1.091
56 H -7.5536 -0.1031 0.2807  C6 1.090
57 O -4.9495 -2.1329 -0.1071  C5 1.420, H58 0.963
58 H -4.8365 -3.0472 -0.3886  O57 0.963
59 H -6.6532 -2.2632 1.0398  C5 1.104